Below is a molecular structure, C25H33BrF6O9S in a non-equilibrium geometry, with properties calculated with ωB97M-V/def2-TZVPD.

Geometry as XYZ:
```
75
C25H33BrF6O9S, DFT ωB97M-V/def2-TZVPD
Br -0.856 -0.489 -3.832
S -1.523 2.606 3.408
F 4.065 2.926 -3.711
F 4.957 1.007 -3.282
F 1.423 -5.076 2.596
F 1.398 -5.693 4.660
F 0.131 -4.084 4.020
F 2.877 1.361 -2.822
O -5.566 2.942 -0.756
O -0.485 3.457 3.944
O -2.252 2.046 4.514
O -0.516 -7.424 3.707
O -0.885 1.430 2.434
O 2.564 0.334 -5.347
O -1.412 -5.717 2.552
O -2.426 3.508 2.338
O 4.281 1.609 -6.036
C 4.059 1.182 -7.392
C 3.838 1.604 -3.726
C -1.034 0.788 0.121
C 2.193 -0.154 0.966
C 1.631 -1.059 3.630
C -3.081 3.140 -0.140
C 1.701 -1.970 2.533
C 2.105 0.789 2.033
C 0.015 3.198 0.769
C 1.525 2.843 0.568
C -0.496 -6.287 3.335
C 2.259 2.330 1.854
C -0.073 -0.271 -2.023
C 0.615 -5.284 3.660
C -2.498 -6.562 2.133
C -3.543 -6.684 3.223
C 3.455 1.099 -5.122
C 1.998 -1.557 1.205
C -2.370 2.680 1.151
C -0.634 1.050 -1.366
C -0.946 2.010 1.086
C -5.353 1.655 0.165
C 1.829 0.335 3.380
C 2.919 1.954 -8.025
C -4.646 3.138 0.292
H 2.046 -2.254 0.354
H 3.100 3.028 -7.953
H -5.721 1.828 1.249
H 1.023 -0.246 -2.165
H -3.103 2.389 -0.948
H -4.951 3.782 1.170
H 1.411 -1.378 4.663
H -2.111 0.476 0.109
H -4.398 -7.261 2.870
H 1.976 1.753 -7.515
H 2.409 0.227 -0.048
H -0.344 3.639 -0.195
H 1.964 2.895 2.761
H -2.993 1.794 1.462
H -0.041 4.021 1.516
H 3.356 2.502 1.712
H -1.546 1.296 -1.949
H -2.862 4.179 -0.460
H 1.734 2.125 -0.249
H -0.502 -0.077 0.584
H -2.935 -6.088 1.255
H -3.885 -5.697 3.536
H 0.087 1.874 -1.525
H -6.375 1.373 -0.164
H -2.124 -7.539 1.821
H 2.809 1.682 -9.075
H 1.767 1.086 4.189
H 4.984 1.382 -7.932
H 1.520 -3.045 2.721
H 2.031 3.797 0.272
H 3.887 0.106 -7.431
H -0.323 -1.177 -1.439
H -3.135 -7.178 4.106
```

Calculated values
HOMO level, eV: -8.8
Energy relative to the best compared isomer or geometry (same formula, charge and spin), kJ/mol: 0.0
Multiplicity: 1
Calculated total energy, eV: -142063.5852
Gap between HOMO and LUMO, eV: 8.75

Below is 6 unconnected molecules or ions with the total composition BrH11O5 in a non-equilibrium geometry, with properties calculated with ωB97M-V/def2-TZVPD.

Geometry as XYZ:
```
17
BrH11O5, DFT ωB97M-V/def2-TZVPD
Br -0.764 -3.594 0.808
O 0.024 -0.602 -0.496
O -2.853 -0.816 -0.596
O 1.246 1.727 1.179
O -0.274 1.691 -1.934
O 2.114 -1.217 1.111
H 2.022 -1.918 1.849
H -0.110 0.349 -0.499
H 1.150 1.376 2.057
H -0.780 -0.763 -0.073
H 1.173 2.634 1.397
H -0.171 1.318 -2.798
H 2.947 -0.742 1.178
H -3.367 -0.113 -0.055
H -3.726 -0.947 -1.166
H 0.552 2.387 -2.020
H 0.818 -0.770 0.058
```

Calculated values
HOMO level, eV: -6.7
Energy relative to the best compared isomer or geometry (same formula, charge and spin), kJ/mol: 124.9
Multiplicity: 1
Calculated total energy, eV: -80456.5722
Gap between HOMO and LUMO, eV: 6.27

Below is C4H9NO2 in the gas phase, with properties calculated with ωB97M-V/def2-TZVPD.

Geometry as XYZ:
```
16
C4H9NO2, DFT ωB97M-V/def2-TZVPD
O -0.247 1.336 -1.787
O 0.877 -2.052 1.117
N -1.695 2.044 -0.154
C 1.353 -0.947 0.334
C -0.801 1.044 -0.551
C -1.054 -0.307 -0.064
C 0.283 0.162 0.466
H -1.694 2.928 -0.642
H -0.967 -1.073 -0.827
H -1.863 -0.458 0.641
H -2.580 1.776 0.251
H 0.293 0.560 1.477
H 1.504 -2.786 1.032
H 0.662 1.058 -1.639
H 1.493 -1.292 -0.705
H 2.341 -0.644 0.717
```

Calculated values
HOMO level, eV: -8.2
Energy relative to the best compared isomer or geometry (same formula, charge and spin), kJ/mol: 326.6
Multiplicity: 1
SMILES: N[C@]1(O)C[C@H]1CO
Calculated total energy, eV: -9876.6755
Gap between HOMO and LUMO, eV: 9.06

Below is a molecular structure, C18H55F2NO14S2V in a non-equilibrium geometry, with properties calculated with ωB97M-V/def2-TZVPD.

Geometry as XYZ:
```
93
C18H55F2NO14S2V, DFT ωB97M-V/def2-TZVPD
V -29.260 1.998 -21.781
S -27.812 1.645 -18.699
S -29.718 0.355 -18.716
F -26.927 2.759 -19.505
F -30.899 -0.017 -19.765
O -27.621 3.185 -24.928
O -28.940 4.131 -21.435
O -28.081 5.426 -19.172
O -29.495 -0.224 -22.228
O -26.966 2.062 -22.526
O -29.856 2.229 -23.800
O -30.525 0.945 -17.607
O -30.234 1.410 -26.468
O -29.140 -0.972 -18.498
O -28.149 2.354 -17.459
O -31.880 3.915 -23.977
O -31.443 2.365 -21.530
O -26.872 0.558 -18.689
O -31.152 -2.399 -23.315
N -28.911 1.468 -19.790
C -27.789 5.887 -22.639
C -30.228 0.001 -26.513
C -31.681 -0.422 -26.189
C -29.172 5.246 -22.345
C -33.609 4.811 -25.456
C -24.845 2.949 -22.093
C -27.610 -1.328 -23.221
C -30.256 4.881 -18.292
C -28.336 -1.029 -21.887
C -32.704 -1.083 -22.226
C -27.963 4.068 -25.988
C -33.686 2.167 -20.830
C -32.358 2.823 -20.561
C -32.406 3.862 -25.304
C -26.741 4.944 -26.255
C -25.665 1.686 -22.152
C -32.498 -2.344 -23.028
C -28.903 5.495 -18.020
H -32.812 2.874 -25.521
H -23.826 2.688 -21.808
H -28.124 -2.117 -23.771
H -31.023 5.337 -17.666
H -34.028 4.803 -26.463
H -31.106 3.349 -23.949
H -27.247 6.121 -21.723
H -30.178 -0.800 -22.579
H -34.367 2.453 -20.029
H -32.294 -0.194 -22.705
H -34.464 4.573 -24.823
H -25.274 1.030 -22.930
H -31.798 2.754 -22.333
H -33.523 1.090 -20.855
H -28.310 3.448 -26.814
H -30.262 1.713 -25.557
H -32.356 0.119 -26.852
H -27.954 6.834 -23.154
H -31.502 4.051 -25.884
H -28.411 5.092 -17.136
H -33.014 -2.324 -23.988
H -34.110 2.521 -21.770
H -33.781 -0.942 -22.138
H -32.330 -1.184 -21.207
H -25.879 4.310 -26.466
H -30.538 5.171 -19.304
H -25.176 3.635 -21.313
H -31.856 -0.119 -25.156
H -29.548 4.875 -23.299
H -26.921 2.464 -23.397
H -27.162 5.210 -23.220
H -25.593 1.181 -21.188
H -29.024 6.574 -17.918
H -30.247 3.798 -18.164
H -32.059 2.591 -19.539
H -30.125 1.319 -24.033
H -26.954 5.597 -27.101
H -32.491 3.904 -20.586
H -33.264 5.819 -25.225
H -28.472 2.846 -24.641
H -30.969 -3.200 -23.810
H -28.671 4.422 -20.560
H -27.745 -0.421 -21.202
H -28.793 4.680 -25.635
H -27.171 5.544 -18.892
H -27.463 -0.473 -23.882
H -32.918 -3.210 -22.516
H -31.745 -1.509 -26.227
H -29.917 5.907 -21.905
H -29.475 -0.354 -25.810
H -26.600 -1.691 -23.032
H -24.858 3.428 -23.072
H -29.926 -0.297 -27.517
H -26.520 5.685 -25.488
H -28.693 -1.890 -21.322
```

Calculated values
HOMO level (alpha / beta), eV: -8.0 / -9.9
Energy relative to the best compared isomer or geometry (same formula, charge and spin), kJ/mol: 0.0
Multiplicity: 4
Calculated total energy, eV: -102504.9949
Gap between HOMO and LUMO (alpha / beta), eV: 7.62 / 9.65

Below is a gas-phase ion, C9H15N3 (charge +2) in a non-equilibrium geometry, with properties calculated with ωB97M-V/def2-TZVPD.

Geometry as XYZ:
```
27
C9H15N3, DFT ωB97M-V/def2-TZVPD
N -0.190 -1.033 -0.609
N -2.521 1.129 0.067
N -0.115 -2.443 -1.085
C 2.545 1.395 -0.824
C 3.337 1.146 0.277
C -1.397 0.576 0.930
C -2.422 2.259 -0.374
C -1.177 -0.928 0.456
C 1.725 -0.632 0.887
C 1.346 0.741 -1.102
C 2.891 0.076 1.114
C 0.944 -0.264 -0.245
H 0.591 1.036 -1.815
H -1.586 2.929 -0.461
H 3.507 -0.380 1.830
H 0.309 -3.153 -0.452
H -3.350 0.539 -0.033
H 1.257 -1.093 1.776
H -1.047 -1.610 1.350
H -0.341 1.037 0.697
H 2.833 2.088 -1.609
H 0.360 -2.463 -2.021
H -1.608 0.582 1.970
H -2.098 -1.247 -0.056
H 4.426 1.546 0.448
H -3.236 2.513 -1.072
H -1.122 -2.721 -1.139
```

Calculated values
Charge: +2
HOMO level, eV: -16.1
Energy relative to the best compared isomer or geometry (same formula, charge and spin), kJ/mol: 435.0
Multiplicity: 1
SMILES: C=[NH+]CCN([NH3+])c1ccccc1
Calculated total energy, eV: -14026.3570
Gap between HOMO and LUMO, eV: 8.26

Below is a molecular structure, C39H65FN9O2P2Ru, with properties calculated with ωB97M-V/def2-TZVPD.

Geometry as XYZ:
```
119
C39H65FN9O2P2Ru, DFT ωB97M-V/def2-TZVPD
Ru -0.903 -0.748 -0.048
P -1.346 2.890 -1.099
P -0.774 -1.854 -2.644
F -2.568 -1.830 -0.318
O -1.056 1.518 -0.558
O -2.527 3.687 -0.667
N -3.235 2.048 3.159
N 0.946 3.124 0.339
N 2.986 1.293 1.273
N -4.904 1.290 1.559
N 1.525 -0.096 0.064
N -2.668 0.304 1.547
N -3.064 2.999 -3.122
N 1.525 -0.098 2.401
N -4.227 -0.149 3.377
C -1.582 2.833 -2.941
C 2.108 1.076 -2.014
C 1.925 -1.269 4.914
C 2.398 0.130 -1.038
C -4.359 2.436 2.293
C 4.934 1.683 2.699
C -3.265 -0.551 -2.853
C -0.213 -3.605 -2.391
C 4.196 0.650 -3.110
C 3.857 -1.738 -0.162
C 1.996 0.319 1.216
C -3.848 0.721 0.740
C -0.931 -2.861 2.130
C -0.499 -4.571 -3.541
C 0.712 -1.231 2.680
C -0.222 -1.706 1.770
C 1.586 -1.654 -4.191
C -5.337 0.278 2.527
C 0.922 -1.824 3.936
C 0.191 3.849 -0.729
C -2.199 1.472 2.324
C 3.584 -0.619 -1.129
C -0.237 -0.011 -4.706
C 3.000 1.341 -3.047
C 2.755 2.513 3.372
C 0.078 -1.429 -4.239
C 3.562 1.819 2.473
C -2.902 -2.346 -4.546
C 0.192 -2.960 4.245
C 5.456 2.251 3.858
C -0.692 -4.206 -1.076
C 3.295 3.050 4.529
C -3.169 -0.692 2.545
C -0.721 -3.493 3.342
C -3.709 1.015 4.090
C 4.470 -0.329 -2.160
C 4.653 2.918 4.771
C -2.574 -1.896 -3.122
C 5.827 0.950 1.736
H -0.351 -2.120 -4.968
H -1.261 1.903 -3.404
H -1.093 3.676 -3.427
H 1.846 -2.698 -4.029
H -2.933 -0.087 -1.920
H 5.389 -0.898 -2.232
H -1.555 -4.844 -3.564
H 5.089 3.338 5.666
H -0.328 -3.643 -0.219
H 3.073 -2.496 -0.231
H 4.905 0.849 -3.902
H 0.854 3.971 -1.585
H 0.150 0.718 -3.992
H -3.529 -1.561 1.996
H 1.944 -1.871 5.820
H 1.690 2.608 3.182
H 5.704 1.288 0.704
H 0.251 0.182 -5.663
H -3.378 3.539 -2.280
H -5.731 -0.586 1.989
H 2.754 2.074 -3.806
H -1.687 -3.252 1.462
H 0.873 -3.481 -2.310
H -5.146 2.869 2.911
H 6.518 2.161 4.048
H -4.346 -0.694 -2.787
H 0.331 2.898 1.126
H 4.812 -2.211 -0.382
H -4.017 3.187 1.578
H -0.093 4.829 -0.350
H -3.076 0.130 -3.693
H -4.496 1.437 4.715
H -1.307 0.150 -4.848
H -1.779 -4.253 -1.017
H 3.600 1.284 0.469
H -4.216 -0.164 0.219
H 1.687 -0.244 5.218
H 0.347 -3.438 5.204
H -2.336 -0.986 3.180
H 5.632 -0.124 1.755
H -0.217 -4.186 -4.521
H -3.538 2.092 -3.108
H -1.866 2.241 1.622
H -6.128 0.694 3.151
H -3.528 1.471 0.022
H 2.029 -1.356 -5.144
H -3.985 -2.450 -4.646
H -2.582 -1.611 -5.288
H 1.142 1.565 -1.977
H 1.297 2.216 -0.001
H 2.940 -1.269 4.504
H -3.313 3.481 -3.985
H 2.659 3.575 5.230
H -2.881 0.706 4.731
H -1.361 1.145 2.950
H -2.459 -3.301 -4.808
H -0.302 -5.222 -0.985
H 6.871 1.102 1.998
H 2.052 -1.058 -3.409
H 0.064 -5.492 -3.379
H -1.281 -4.382 3.598
H 2.021 0.271 3.201
H -2.994 -2.612 -2.412
H 3.879 -1.408 0.878
H 1.744 3.658 0.690
```

Calculated values
Charge: +2
HOMO level (alpha / beta), eV: -12.1 / -12.7
Energy relative to the best compared isomer or geometry (same formula, charge and spin), kJ/mol: 94.0
Multiplicity: 6
Calculated total energy, eV: -82869.0281
Gap between HOMO and LUMO (alpha / beta), eV: 7.35 / 6.87

Question: Among the records above, which one has the lowest calculated total energy?
Answer: C25H33BrF6O9S

Question: Which value of calculated total energy does entry 4 give?
Answer: -102504.9949 eV